Entry from the Open Molecules 2025 dataset: a single C5H5NO2 molecule (wB97M-V/def2-TZVPD).

Its HOMO energy is -8.621 eV. The gap between HOMO and LUMO comes out at 9.48 eV. The largest force on an atom comes out at 6.7 eV Å⁻¹. Its net charge is 0. Its SMILES is C=COc1cnco1. The value obtained for the energy is -10847.14078 eV.

Geometry (Å):
C1 -3.15652 -0.19646 -0.09307
H1 1.34701 2.16930 -0.26041
H2 -4.08440 0.65658 0.24053
H3 -1.32640 -1.17052 -0.30038
O1 0.51138 -0.82918 0.12611
O2 -0.96528 0.76646 0.19186
C2 -1.82623 -0.16898 -0.16220
C3 0.28063 0.38899 0.11847
C4 1.41761 1.13082 -0.08556
H4 2.31615 -1.93779 0.24093
N1 2.45086 0.18615 -0.11738
H5 -3.62029 -1.31623 -0.16926
C5 1.92502 -1.02148 -0.02323

These are the natural (NBO) partial charges, in e, on atoms 1 to 6: atom 1 (C): -0.48, atom 2 (H): 0.22, atom 3 (H): 0.23, atom 4 (H): 0.21, atom 5 (O): -0.43, atom 6 (O): -0.44



Entry from the Open Molecules 2025 dataset: a molecular structure, I2O2 (wB97M-V/def2-TZVPD).

Its HOMO energy (alpha / beta) is -6.861 / -9.015 eV. The multiplicity is 3. The gap between HOMO and LUMO (alpha / beta) comes out at 5.04 / 4.81 eV. The largest force on an atom comes out at 3.9 eV Å⁻¹. Its net charge is 0. The value obtained for the energy is -20288.53791 eV.

Geometry (Å):
O1 0.50249 -0.19327 -0.55508
I1 -1.99354 0.86376 0.30249
I2 -0.23212 -1.92724 -1.09767
O2 -0.08032 0.36229 0.66081

Let us look at the natural (NBO) charges, expressed in e, one per atom: atom 1 (O): -0.44, atom 2 (I): 0.37, atom 3 (I): 0.51, atom 4 (O): -0.44